14
Properties=species:S:1:pos:R:3:forces:R:3 method="wB97M-V/def2-TZVPD" gap_ev=6.94 energy_ev=-27987.448 smiles="CC1C(=S)C=CC1=S"
S -2.772280 0.045122 -0.097551 0.188 -0.376 -0.406
H -0.142878 1.573323 1.403480 -0.712 -0.198 0.071
C 1.214878 -0.392347 -0.287389 1.087 0.767 1.397
H -0.890131 2.269869 -0.175794 1.162 0.561 1.420
C 0.687038 -1.623246 0.259580 -1.114 -2.807 -1.090
C 0.012381 0.468303 -0.584357 -0.539 0.524 2.220
H 1.374439 -2.476904 0.670985 -1.514 1.872 -0.770
H -1.282092 -2.678885 0.177884 0.649 1.119 -0.328
S 2.833074 0.015171 -0.159631 -1.845 -0.335 -0.577
C -1.262595 -0.485678 -0.347139 1.782 2.131 0.107
H -0.049505 0.947230 -1.516822 0.255 -0.036 -1.684
H 0.964583 2.285800 0.356512 0.001 0.471 -0.875
C -0.005925 1.810222 0.354016 -1.195 -2.002 -1.408
C -0.680986 -1.757977 -0.053777 1.796 -1.691 1.924